{
  "formula": "C20H12N5O4PtS2",
  "method": "ωB97M-V with the def2-TZVPD basis set",
  "species": ["Pt", "S", "C", "C", "C", "C", "N", "C", "C", "C", "S", "C", "N", "H", "H", "O", "C", "O", "C", "C", "C", "C", "C", "C", "N", "O", "O", "H", "H", "H", "H", "N", "C", "C", "C", "N", "C", "C", "H", "H", "H", "H", "H", "H"],
  "positions_angstrom": [[-0.140, -0.266, -0.413], [-1.618, -0.738, 1.255], [-1.046, -2.327, 1.742], [-1.894, -3.243, 2.345], [-1.430, -4.496, 2.737], [-2.348, -5.432, 3.326], [-3.097, -6.175, 3.785], [-0.084, -4.830, 2.530], [0.771, -3.906, 1.939], [0.310, -2.659, 1.536], [1.382, -1.479, 0.810], [0.423, -6.123, 2.901], [0.829, -7.158, 3.198], [-2.933, -2.988, 2.504], [1.809, -4.169, 1.777], [0.440, 1.455, -3.331], [1.321, 0.714, -2.906], [1.313, -0.044, -1.877], [2.637, 0.639, -3.675], [2.775, 1.379, -4.844], [3.955, 1.339, -5.568], [4.982, 0.544, -5.092], [4.878, -0.205, -3.935], [3.689, -0.152, -3.225], [6.250, 0.495, -5.857], [6.326, 1.159, -6.872], [7.145, -0.206, -5.430], [1.939, 1.984, -5.166], [4.088, 1.905, -6.478], [5.709, -0.811, -3.607], [3.556, -0.721, -2.315], [-4.455, 2.665, -3.825], [-3.522, 2.021, -3.056], [-3.219, 0.674, -3.260], [-2.264, 0.073, -2.474], [-1.604, 0.714, -1.507], [-1.885, 2.005, -1.313], [-2.821, 2.690, -2.051], [-5.053, 2.131, -4.426], [-4.771, 3.579, -3.558], [-3.710, 0.103, -4.037], [-1.999, -0.966, -2.612], [-1.324, 2.495, -0.530], [-2.994, 3.740, -1.855]],
  "e_homo_ev": -4.64,
  "charge": -1,
  "e_tot_ha": -2259.9001,
  "de_lowest_kcal_mol": 0.00,
  "gap_ha": 0.229
}



{
  "formula": "C21H22F2N2O3",
  "method": "ωB97M-V with the def2-TZVPD basis set",
  "species": ["O", "F", "F", "O", "O", "C", "C", "C", "C", "C", "C", "C", "C", "C", "C", "C", "C", "C", "N", "N", "C", "C", "C", "C", "C", "C", "C", "C", "H", "H", "H", "H", "H", "H", "H", "H", "H", "H", "H", "H", "H", "H", "H", "H", "H", "H", "H", "H", "H", "H"],
  "positions_angstrom": [[1.999, 0.087, -1.027], [-2.070, -5.568, 2.169], [-7.881, -0.583, 0.770], [3.153, 1.101, 1.423], [-1.845, 1.476, -0.621], [2.013, 1.310, -0.830], [-1.025, -4.083, 0.670], [-6.184, 0.229, -0.731], [-3.345, -3.805, 1.330], [-5.803, -1.765, 0.640], [-1.109, -2.956, -0.208], [-4.921, 0.180, -1.291], [-2.138, -4.508, 1.401], [-6.639, -0.702, 0.273], [-3.421, -2.698, 0.474], [-4.510, -1.773, 0.135], [-2.340, -2.268, -0.279], [-4.043, -0.814, -0.790], [-2.702, -1.135, -1.071], [1.079, 2.028, -1.527], [3.904, -0.104, 1.315], [3.063, 1.892, 0.168], [0.842, 3.457, -1.202], [-1.797, -0.471, -1.994], [-0.013, 1.348, -2.246], [2.634, 3.307, 0.542], [2.112, 4.080, -0.667], [-0.957, 0.567, -1.303], [-2.341, 0.966, 0.029], [-0.084, -4.644, 0.703], [-6.845, 1.027, -1.006], [-4.145, -4.143, 1.963], [-6.181, -2.489, 1.370], [-0.258, -2.679, -0.826], [-4.533, 0.896, -2.054], [3.896, -0.570, 2.300], [3.471, -0.795, 0.598], [4.948, 0.034, 1.034], [4.017, 1.910, -0.359], [0.534, 4.020, -2.108], [0.056, 3.501, -0.454], [-1.123, -1.183, -2.459], [-2.353, 0.048, -2.745], [0.408, 0.656, -2.978], [-0.640, 2.062, -2.830], [3.467, 3.871, 0.967], [1.870, 3.240, 1.314], [2.862, 4.048, -1.430], [1.892, 5.106, -0.409], [-0.410, 0.086, -0.493]],
  "e_homo_ev": -7.87,
  "smiles": "CO[C@@H]1CCCN(C[C@@H](O)Cn2c3ccc(F)cc3c3cc(F)ccc32)C1=O",
  "charge": 0,
  "e_tot_ha": -1348.3916,
  "de_lowest_kcal_mol": 0.98,
  "gap_ha": 0.306
}



{
  "formula": "C2H4FN",
  "method": "ωB97M-V with the def2-TZVPD basis set",
  "species": ["C", "C", "N", "F", "H", "H", "H", "H"],
  "positions_angstrom": [[-0.457, -0.212, 0.038], [0.925, 0.375, 0.058], [-0.923, -1.206, -0.547], [-1.304, 0.604, 0.727], [1.687, -0.399, 0.096], [1.064, 0.931, 0.884], [0.911, 1.161, -0.680], [-1.902, -1.253, -0.577]],
  "e_homo_ev": -10.84,
  "smiles": "[H]/N=C(/C)F",
  "charge": 0,
  "e_tot_ha": -233.2088,
  "de_lowest_kcal_mol": 1.48,
  "gap_ha": 0.436
}



{
  "formula": "C5H12N2",
  "method": "ωB97M-V with the def2-TZVPD basis set",
  "species": ["C", "C", "C", "C", "C", "N", "N", "H", "H", "H", "H", "H", "H", "H", "H", "H", "H", "H", "H"],
  "positions_angstrom": [[0.111, -0.666, 0.329], [-2.105, 0.318, -0.746], [-1.385, 0.261, 0.527], [2.414, -0.820, -0.252], [1.506, 1.308, 0.207], [1.226, -0.085, 0.167], [-2.599, -0.524, 0.397], [-0.194, -1.750, 0.219], [-2.784, 1.045, -1.105], [-1.815, -0.179, -1.587], [-1.201, 0.992, 1.179], [3.165, -0.572, 0.491], [2.662, -0.742, -1.360], [2.339, -1.854, -0.287], [1.629, 1.854, -0.689], [2.480, 1.321, 0.490], [0.788, 1.932, 0.898], [-3.509, -0.283, 0.872], [-2.729, -1.556, 0.250]],
  "e_homo_ev": -20.73,
  "smiles": "C[N+](C)=C[C@H]1C[NH2+]1",
  "charge": 2,
  "e_tot_ha": -306.4295,
  "de_lowest_kcal_mol": 88.72,
  "gap_ha": 0.432
}



{
  "formula": "C3H4O2Y",
  "method": "ωB97M-V with the def2-TZVPD basis set",
  "species": ["C", "C", "H", "H", "C", "O", "Y", "H", "O", "H"],
  "positions_angstrom": [[1.272, -1.794, 0.284], [1.361, -0.394, 0.296], [2.313, 0.121, 0.152], [0.523, 0.104, 0.802], [0.239, -1.257, -0.999], [0.434, -0.908, -2.167], [-0.586, -0.496, -4.204], [-0.789, -1.486, -0.674], [2.308, -2.493, -0.133], [2.678, -3.015, 0.592]],
  "e_homo_ev": [-22.71, -20.71],
  "charge": 3,
  "e_tot_ha": -304.0580,
  "de_lowest_kcal_mol": 5.49,
  "gap_ha": [0.291, 0.190]
}



{
  "formula": "C5H11N3",
  "method": "ωB97M-V with the def2-TZVPD basis set",
  "species": ["C", "C", "C", "C", "N", "C", "N", "N", "H", "H", "H", "H", "H", "H", "H", "H", "H", "H", "H"],
  "positions_angstrom": [[-1.433, -0.123, -0.673], [-1.504, -1.574, -1.009], [1.451, 0.557, 1.812], [0.861, 0.257, -1.209], [-1.545, 0.344, 0.571], [0.792, 1.494, 0.826], [0.913, 1.279, -0.501], [1.147, -0.587, -2.078], [-1.647, 0.587, -1.464], [-0.738, 1.115, 0.836], [-1.469, -0.398, 1.264], [2.125, -0.591, -2.365], [0.761, 2.547, 1.095], [-1.283, -2.198, -0.139], [-2.508, -1.828, -1.368], [-0.790, -1.813, -1.803], [2.538, 0.687, 1.839], [1.073, 0.730, 2.823], [1.257, -0.486, 1.544]],
  "e_homo_ev": -7.38,
  "charge": 0,
  "e_tot_ha": -361.2676,
  "de_lowest_kcal_mol": 76.44,
  "gap_ha": 0.300
}



{
  "formula": "C12H36O6",
  "method": "ωB97M-V with the def2-TZVPD basis set",
  "species": ["C", "C", "O", "H", "H", "H", "H", "H", "H", "C", "C", "O", "H", "H", "H", "H", "H", "H", "C", "C", "O", "H", "H", "H", "H", "H", "H", "C", "C", "O", "H", "H", "H", "H", "H", "H", "C", "C", "O", "H", "H", "H", "H", "H", "H", "C", "C", "O", "H", "H", "H", "H", "H", "H"],
  "positions_angstrom": [[10.783, -12.813, -24.457], [10.025, -11.998, -23.430], [8.748, -11.975, -23.967], [10.827, -12.287, -25.410], [10.451, -13.843, -24.589], [11.819, -12.828, -24.120], [10.469, -11.019, -23.244], [9.947, -12.497, -22.464], [8.167, -11.380, -23.487], [9.831, -15.377, -26.798], [10.781, -14.399, -26.157], [11.709, -13.957, -27.152], [9.176, -15.695, -25.986], [10.345, -16.263, -27.169], [9.166, -14.966, -27.558], [11.280, -14.902, -25.328], [10.288, -13.528, -25.727], [11.408, -13.090, -27.433], [13.997, -12.980, -24.697], [12.698, -13.600, -25.242], [13.062, -14.488, -26.291], [14.543, -12.409, -25.448], [14.668, -13.764, -24.346], [13.833, -12.259, -23.897], [12.092, -12.850, -25.750], [12.160, -14.064, -24.416], [12.261, -14.691, -26.779], [9.619, -13.352, -28.802], [9.655, -12.241, -27.728], [10.961, -12.195, -27.236], [8.573, -13.581, -29.006], [10.160, -14.253, -28.515], [10.155, -12.992, -29.681], [9.021, -12.519, -26.886], [9.391, -11.254, -28.107], [11.033, -11.373, -26.746], [9.129, -16.865, -29.049], [8.063, -16.022, -29.673], [7.840, -16.461, -30.974], [9.450, -16.348, -28.144], [9.996, -17.003, -29.695], [8.877, -17.900, -28.817], [8.313, -14.961, -29.705], [7.180, -15.982, -29.036], [7.555, -15.741, -31.542], [9.245, -18.895, -27.760], [9.793, -17.927, -26.691], [8.915, -18.136, -25.612], [9.029, -19.866, -27.316], [9.937, -19.085, -28.580], [8.313, -18.526, -28.187], [9.692, -16.919, -27.092], [10.829, -18.159, -26.442], [9.028, -17.542, -24.866]],
  "e_homo_ev": -6.39,
  "charge": 0,
  "e_tot_ha": -929.2191,
  "de_lowest_kcal_mol": 642.52,
  "gap_ha": 0.237
}



{
  "formula": "C5H8O",
  "method": "ωB97M-V with the def2-TZVPD basis set",
  "species": ["C", "C", "C", "C", "C", "O", "H", "H", "H", "H", "H", "H", "H", "H"],
  "positions_angstrom": [[0.147, 1.675, 0.766], [0.474, 0.409, 1.528], [-0.421, 0.368, 0.341], [0.083, -1.836, -0.539], [-0.491, -1.135, -1.703], [0.183, -0.144, -0.855], [0.936, 2.060, 0.126], [-0.505, 2.421, 1.207], [0.030, 0.240, 2.506], [1.471, -0.009, 1.414], [-1.467, 0.104, 0.463], [1.132, -2.046, -0.790], [-0.001, -1.123, -2.682], [-1.572, -0.984, -1.783]],
  "e_homo_ev": -8.00,
  "charge": 0,
  "e_tot_ha": -270.3417,
  "de_lowest_kcal_mol": 135.67,
  "gap_ha": 0.335
}



{
  "formula": "C18H34BrCl3FIK2LiMgN3O11PS",
  "method": "ωB97M-V with the def2-TZVPD basis set",
  "species": ["C", "O", "C", "C", "C", "C", "C", "S", "O", "C", "O", "O", "C", "C", "C", "N", "P", "O", "I", "H", "H", "H", "H", "H", "H", "H", "H", "H", "H", "H", "H", "H", "H", "H", "H", "H", "F", "Li", "C", "O", "O", "O", "H", "K", "N", "O", "O", "O", "C", "C", "N", "C", "C", "C", "C", "H", "H", "H", "H", "H", "H", "H", "H", "H", "H", "H", "H", "H", "H", "H", "Mg", "Br", "C", "Cl", "Cl", "Cl", "H", "K"],
  "positions_angstrom": [[6.951, -1.043, 4.409], [6.536, -0.508, 3.101], [6.627, 0.959, 3.045], [5.283, 1.757, 3.538], [4.009, 1.680, 2.510], [3.564, 0.168, 2.061], [2.064, 0.044, 1.415], [1.380, 1.678, 0.808], [2.336, -0.672, 0.126], [2.444, -2.096, 0.587], [3.083, -3.108, -0.029], [1.772, -2.283, 1.911], [0.981, -1.028, 2.019], [0.173, -0.702, 3.407], [1.120, -0.260, 4.674], [1.111, 1.079, 5.069], [-0.359, -1.328, 0.660], [-1.877, -0.579, 1.069], [-0.850, -3.773, 0.762], [6.187, -0.817, 5.285], [6.957, -2.229, 4.294], [8.066, -0.743, 4.694], [7.493, 1.265, 3.804], [6.987, 1.378, 1.990], [5.585, 2.908, 3.612], [5.006, 1.446, 4.656], [4.204, 2.422, 1.609], [3.081, 2.146, 3.097], [3.609, -0.508, 3.032], [4.385, -0.210, 1.282], [1.219, 2.447, 2.004], [-0.626, 0.165, 3.236], [-0.470, -1.657, 3.702], [1.764, -1.055, 5.278], [0.473, 1.626, 4.427], [-2.668, -1.123, 0.781], [1.932, 3.672, 2.863], [1.632, 4.102, 1.096], [-0.180, 7.493, -0.242], [-1.396, 7.804, -0.268], [0.561, 8.451, -0.780], [0.406, 6.475, 0.189], [-0.232, 8.995, -0.961], [2.232, 9.100, -1.012], [-3.768, -6.009, -0.781], [-4.366, -5.911, 0.304], [-2.962, -6.937, -0.963], [-3.976, -5.181, -1.682], [-3.160, 0.514, -2.360], [-3.907, -0.726, -2.844], [-5.356, -0.664, -2.628], [-6.025, -1.956, -2.812], [-6.001, -2.570, -4.207], [-6.051, 0.489, -3.204], [-5.929, 0.708, -4.708], [-3.380, 0.724, -1.308], [-2.080, 0.355, -2.451], [-3.410, 1.399, -2.953], [-3.503, -1.578, -2.282], [-3.662, -0.900, -3.895], [-7.068, -1.876, -2.479], [-5.569, -2.675, -2.119], [-6.684, -2.056, -4.886], [-6.332, -3.612, -4.155], [-4.999, -2.569, -4.646], [-5.692, 1.392, -2.700], [-7.116, 0.442, -2.941], [-4.902, 0.601, -5.067], [-6.255, 1.724, -4.957], [-6.568, 0.025, -5.271], [3.784, -0.247, 4.912], [-4.916, -4.810, -3.779], [4.064, -2.484, -3.380], [5.574, -2.996, -4.152], [4.200, -0.818, -2.791], [2.706, -2.636, -4.508], [3.875, -3.137, -2.524], [-3.116, 0.438, -4.597]],
  "e_homo_ev": -7.15,
  "charge": 1,
  "e_tot_ha": -8196.3615,
  "gap_ha": 0.042
}



{
  "formula": "C4H6N2",
  "method": "ωB97M-V with the def2-TZVPD basis set",
  "species": ["C", "C", "C", "N", "N", "C", "H", "H", "H", "H", "H", "H"],
  "positions_angstrom": [[0.786, -1.563, -0.408], [0.089, -0.550, 0.430], [0.061, 1.326, -1.027], [-0.902, 1.485, -0.192], [-1.230, 0.280, 0.584], [-0.218, -0.035, 1.565], [0.065, -2.016, -1.091], [1.581, -1.122, -1.021], [1.216, -2.350, 0.223], [0.223, 2.236, -1.609], [-1.547, 2.266, -0.081], [-0.124, 0.042, 2.628]],
  "e_homo_ev": -8.40,
  "charge": 0,
  "e_tot_ha": -265.3006,
  "de_lowest_kcal_mol": 147.42,
  "gap_ha": 0.353
}



{
  "formula": "C7H10N3O2",
  "method": "ωB97M-V with the def2-TZVPD basis set",
  "species": ["C", "C", "C", "C", "C", "C", "C", "N", "N", "N", "O", "O", "H", "H", "H", "H", "H", "H", "H", "H", "H", "H"],
  "positions_angstrom": [[2.543, -0.938, -0.920], [1.777, -1.068, -2.044], [0.469, -0.225, -0.416], [2.025, -1.576, -3.387], [-1.641, 1.889, 1.845], [-1.432, 0.685, 2.780], [-1.834, -0.076, 0.725], [0.519, -0.623, -1.690], [1.725, -0.429, 0.043], [-2.052, 1.216, 0.624], [1.167, -1.589, -4.234], [-1.537, -0.468, 1.921], [3.576, -1.159, -0.749], [3.044, -1.957, -3.557], [-2.415, 2.576, 2.194], [-0.717, 2.452, 1.676], [-0.454, 0.666, 3.264], [-2.209, 0.595, 3.547], [-2.082, -0.812, -0.021], [-0.233, -0.616, -2.363], [2.019, -0.254, 0.992], [-2.256, 1.713, -0.229]],
  "e_homo_ev": -12.86,
  "charge": 1,
  "e_tot_ha": -587.2006,
  "de_lowest_kcal_mol": 28.46,
  "gap_ha": 0.362
}



{
  "formula": "C3H10NO3",
  "method": "ωB97M-V with the def2-TZVPD basis set",
  "species": ["C", "O", "C", "C", "O", "N", "H", "H", "H", "H", "H", "H", "H", "H", "H", "H", "O"],
  "positions_angstrom": [[-1.340, 0.748, 0.382], [-1.230, 2.037, 0.655], [-0.021, 0.084, -0.166], [0.587, 0.969, -1.230], [-0.203, 0.968, -2.420], [0.948, -0.142, 0.939], [-2.085, 0.466, -0.400], [-1.602, 0.094, 1.267], [-0.221, -0.889, -0.615], [0.746, 1.977, -0.879], [1.550, 0.536, -1.558], [-1.117, 1.125, -2.148], [1.839, 0.287, 0.734], [0.617, 0.286, 1.795], [0.373, -3.514, 0.793], [0.558, -2.046, 1.277], [0.601, -2.985, 1.574]],
  "e_homo_ev": -2.92,
  "charge": -1,
  "e_tot_ha": -400.7753,
  "de_lowest_kcal_mol": 7.65,
  "gap_ha": 0.251
}